Entry one
The following is a DFT calculation (ωB97M-V/def2-TZVPD) of C3H4N4O in the gas phase.

CARTESIAN COORDINATES (ANGSTROEM)
O 1.100 -0.702 -1.507
N -0.174 -0.020 0.329
N -0.128 -2.138 -0.135
N -0.951 -1.966 0.990
N -0.245 2.456 0.381
C 0.208 -0.910 -0.592
C 0.057 1.293 -0.124
C -0.836 -0.668 1.405
H 1.539 -1.702 -1.631
H -1.426 -0.111 2.042
H 0.215 3.239 -0.023
H 0.640 1.230 -1.135

Computed properties:
HOMO level ... -9.593 eV
M ... 112.09 g/mol
SMILES ... [H]/N=C/n1cnnc1O
Gap between HOMO and LUMO ... 9.9 eV

=====

Entry two
The following is a DFT calculation (ωB97M-V/def2-TZVPD) of C3H4N4O in the gas phase.

CARTESIAN COORDINATES (ANGSTROEM)
O 0.896 -1.300 -0.073
N -2.327 0.173 0.076
N 2.072 0.644 0.157
N 0.012 -0.219 0.233
N 0.273 2.188 -0.092
C 0.763 0.987 0.085
C -1.325 -0.613 0.080
C 2.096 -0.631 -0.045
H -3.096 -0.476 -0.247
H -1.526 -1.729 -0.098
H 2.965 -1.220 0.014
H -0.802 2.196 -0.091

Computed properties:
HOMO level ... -9.241 eV
M ... 112.09 g/mol
SMILES ... [H]/N=c1/ncon1/C=N/[H]
Gap between HOMO and LUMO ... 9.5 eV

=====

Entry three
The following is a DFT calculation (ωB97M-V/def2-TZVPD) of C3H4N4O in the gas phase.

CARTESIAN COORDINATES (ANGSTROEM)
O 0.364 -1.814 1.713
N 0.899 1.422 -0.918
N 0.034 1.100 1.046
N -1.189 -1.961 -0.038
N 0.494 0.111 -0.976
C 0.522 2.049 0.203
C -0.285 -1.370 0.740
C 0.031 0.005 0.276
H 1.195 1.871 -1.784
H -1.316 -1.582 -0.968
H -1.495 -2.899 0.202
H 0.747 3.068 0.503

Computed properties:
HOMO level ... -9.804 eV
M ... 112.09 g/mol
SMILES ... NC(=O)c1nc[nH]n1
Gap between HOMO and LUMO ... 10.6 eV

=====

It is entry three that is the most stable of them.

=====

Entry one
The following is a DFT calculation (ωB97M-V/def2-TZVPD) of C4H5NO2 in the gas phase.

CARTESIAN COORDINATES (ANGSTROEM)
O -1.553 -0.600 0.048
O 0.561 1.665 0.029
N 2.800 -0.730 0.023
C -0.563 -0.300 1.054
C 1.743 -0.280 -0.012
C 0.398 0.261 -0.011
C -0.607 -0.334 -1.035
H -0.896 0.405 1.847
H -0.312 -1.250 -1.530
H -0.295 -1.215 1.545
H -0.314 2.013 -0.174
H -0.962 0.365 -1.786

Computed properties:
HOMO level ... -10.721 eV
M ... 99.09 g/mol
SMILES ... N#CC1(O)COC1
Gap between HOMO and LUMO ... 11.3 eV

=====

Entry two
The following is a DFT calculation (ωB97M-V/def2-TZVPD) of a molecular structure, C4H5NO2.

CARTESIAN COORDINATES (ANGSTROEM)
O 0.539 0.486 -1.078
O 1.351 0.502 2.363
N -1.208 -0.834 -0.839
C -0.487 -0.063 -1.664
C -1.009 -0.124 0.476
C 0.462 -0.005 0.253
C 1.476 0.517 1.154
H -1.576 0.819 0.513
H -0.121 -1.376 -0.395
H 2.402 0.884 0.665
H -1.288 -0.780 1.297
H -0.542 -0.026 -2.745

Computed properties:
HOMO level (spin up / spin down) ... -8.943 / -8.943 eV
M ... 99.09 g/mol
Gap between HOMO and LUMO (spin up / spin down) ... 8.8 / 8.8 eV

=====

Entry three
The following is a DFT calculation (ωB97M-V/def2-TZVPD) of C4H5NO2 in the gas phase.

CARTESIAN COORDINATES (ANGSTROEM)
O -1.089 0.105 -0.976
O -0.381 1.116 2.350
N 0.817 -0.850 -1.949
C -0.416 0.581 1.098
C -1.447 0.677 0.227
C 0.160 -0.373 -0.825
C 0.614 -0.174 0.439
H 1.391 -0.775 0.879
H 1.813 -0.911 -1.785
H 0.545 1.269 2.576
H -2.457 1.042 0.314
H 0.452 -1.706 -2.346

Computed properties:
HOMO level ... -7.915 eV
M ... 99.09 g/mol
SMILES ... Nc1cc(O)co1
Gap between HOMO and LUMO ... 8.7 eV

=====

Entry four
The following is a DFT calculation (ωB97M-V/def2-TZVPD) of C4H5NO2 in the gas phase.

CARTESIAN COORDINATES (ANGSTROEM)
O -1.988 0.513 -0.036
O -1.675 -1.729 -0.034
N -1.154 1.619 0.079
C 0.186 -0.170 0.027
C 1.348 -1.095 0.079
C -1.199 -0.628 -0.014
C 0.140 1.179 0.014
H 1.605 -1.322 1.113
H 0.936 1.898 0.028
H 1.085 -2.027 -0.414
H 2.216 -0.654 -0.405
H -1.501 2.416 -0.437

Computed properties:
HOMO level ... -8.860 eV
M ... 99.09 g/mol
SMILES ... Cc1c[nH]oc1=O
Gap between HOMO and LUMO ... 9.5 eV

=====

It is entry three that is the most stable of them.

=====

Entry one
The following is a DFT calculation (ωB97M-V/def2-TZVPD) of C4H5NO2 in the gas phase.

CARTESIAN COORDINATES (ANGSTROEM)
O -3.761 -0.711 -0.258
O 2.115 1.015 -0.559
N -2.698 -0.189 -0.294
C 1.296 0.315 -0.136
C -1.892 0.676 -0.333
C -0.402 1.013 -0.214
C 1.429 -1.079 0.430
H 1.213 -1.688 -0.463
H 2.507 -1.256 0.753
H 0.681 -1.390 1.252
H -0.231 1.345 0.775
H -0.257 1.947 -0.954

Computed properties:
HOMO level (spin up / spin down) ... -9.129 / -9.129 eV
M ... 99.09 g/mol
SMILES ... CC(=O)CC#[N+][O-]
Gap between HOMO and LUMO (spin up / spin down) ... 9.4 / 9.4 eV

=====

Entry two
The following is a DFT calculation (ωB97M-V/def2-TZVPD) of a molecular structure, C4H5NO2.

CARTESIAN COORDINATES (ANGSTROEM)
O -0.909 1.398 -0.349
O -2.364 1.158 -1.831
N -0.214 -1.029 -0.737
C -1.358 0.515 -1.165
C 1.491 -1.102 1.005
C 0.424 -0.364 0.208
C 0.095 0.933 0.459
H 0.448 1.623 1.192
H 2.493 -0.803 0.678
H 1.439 -2.198 0.994
H 1.312 -0.786 2.033
H -2.858 0.657 -2.488

Computed properties:
HOMO level ... -7.640 eV
M ... 99.09 g/mol
Gap between HOMO and LUMO ... 7.9 eV

=====

It is entry two that is the most stable of them.

=====

Entry one
The following is a DFT calculation (ωB97M-V/def2-TZVPD) of C4H5NO2 in the gas phase.

CARTESIAN COORDINATES (ANGSTROEM)
O -0.216 0.406 -1.192
O -2.690 -1.527 0.287
N -0.101 -0.437 0.893
C 1.362 0.210 -0.683
C 1.182 0.272 0.805
C -0.794 -0.164 -0.139
C -2.274 -0.456 -0.072
H -2.957 0.386 -0.292
H 1.902 -0.250 1.452
H 1.728 1.029 -1.266
H 1.082 1.306 1.173
H 1.776 -0.775 -0.966

Computed properties:
HOMO level ... -9.743 eV
M ... 99.09 g/mol
SMILES ... O=CC1=NCCO1
Gap between HOMO and LUMO ... 10.3 eV

=====

Entry two
The following is a DFT calculation (ωB97M-V/def2-TZVPD) of C4H5NO2 in the gas phase.

CARTESIAN COORDINATES (ANGSTROEM)
O -0.159 -0.715 2.994
O 0.340 1.486 -2.268
N 0.187 0.008 -0.474
C -0.771 -0.690 -1.041
C -0.370 -0.482 1.813
C 0.728 1.163 -1.186
C 0.614 -0.186 0.816
H -1.269 -0.278 -1.910
H -1.011 -1.660 -0.628
H -1.416 -0.397 1.410
H 1.486 1.684 -0.579
H 1.641 0.066 1.054

Computed properties:
HOMO level (spin up / spin down) ... -8.440 / -8.236 eV
M ... 99.09 g/mol
Gap between HOMO and LUMO (spin up / spin down) ... 7.4 / 7.0 eV

=====

It is entry one that is the most stable of them.

=====

Entry one
The following is a DFT calculation (ωB97M-V/def2-TZVPD) of 2 unconnected molecules or ions with the total composition C4H5NO2.

CARTESIAN COORDINATES (ANGSTROEM)
O -2.331 -0.571 0.838
O 3.242 0.045 -0.378
N -0.309 -0.353 -0.250
C 2.142 -0.161 -0.677
C 0.661 0.480 0.602
C -1.383 -1.089 0.319
C -0.320 1.129 -0.268
H -1.226 -2.177 0.245
H 0.408 0.417 1.660
H 0.014 1.505 -1.239
H -1.248 1.555 0.107
H 0.350 -0.781 -0.958

Computed properties:
HOMO level ... -7.880 eV
M ... 99.09 g/mol
Gap between HOMO and LUMO ... 8.2 eV

=====

Entry two
The following is a DFT calculation (ωB97M-V/def2-TZVPD) of C4H5NO2 in the gas phase.

CARTESIAN COORDINATES (ANGSTROEM)
O 1.449 -1.848 1.629
O 0.263 1.318 0.403
N -0.815 0.367 -1.227
C -0.340 1.483 -0.704
C 1.272 -0.630 1.486
C -0.611 -0.772 -0.302
C 0.243 -0.084 0.725
H -0.104 -1.616 -0.790
H -1.246 0.317 -2.137
H -1.593 -1.124 0.055
H -0.444 2.472 -1.131
H 1.925 0.117 1.993

Computed properties:
HOMO level ... -6.955 eV
M ... 99.09 g/mol
Gap between HOMO and LUMO ... 7.2 eV

=====

Entry three
The following is a DFT calculation (ωB97M-V/def2-TZVPD) of C4H5NO2 in the gas phase.

CARTESIAN COORDINATES (ANGSTROEM)
O 1.276 -1.147 -0.361
O 2.902 0.709 0.424
N 1.542 1.079 0.493
C -0.585 -0.263 -0.037
C 0.844 0.093 0.132
C -1.916 0.358 0.190
C -0.099 -1.413 -0.512
H -0.432 -2.351 -0.932
H 3.283 1.394 -0.139
H -2.021 1.307 -0.347
H -2.095 0.556 1.252
H -2.698 -0.321 -0.164

Computed properties:
HOMO level ... -9.296 eV
M ... 99.09 g/mol
Gap between HOMO and LUMO ... 10.2 eV

=====

Entry four
The following is a DFT calculation (ωB97M-V/def2-TZVPD) of C4H5NO2 in the gas phase.

CARTESIAN COORDINATES (ANGSTROEM)
O 2.251 1.897 0.519
O -0.502 -0.253 1.454
N 1.328 0.170 -0.785
C -1.184 0.638 0.575
C 0.399 -0.893 -0.790
C -0.776 -0.676 0.125
C 1.687 1.016 -0.013
H -1.532 -1.445 0.046
H 0.054 -0.980 -1.820
H 0.911 -1.820 -0.518
H -0.442 1.413 0.331
H -2.194 0.932 0.875

Computed properties:
HOMO level ... -10.275 eV
M ... 99.09 g/mol
SMILES ... O=C=NC[C@@H]1CO1
Gap between HOMO and LUMO ... 11.1 eV

=====

It is entry four that is the most stable of them.

=====

Entry one
The following is a DFT calculation (ωB97M-V/def2-TZVPD) of a molecular structure, C4H5NO2.

CARTESIAN COORDINATES (ANGSTROEM)
O -2.433 0.820 0.033
O 1.470 1.260 -0.984
N 0.260 0.993 -0.895
C 2.157 -0.212 0.352
C -0.148 0.020 -0.059
C 0.923 -0.469 0.694
C -1.606 -0.320 0.062
H -1.903 -1.042 -0.716
H -1.750 -0.809 1.029
H -2.110 1.379 -0.687
H 3.138 -0.055 0.786
H 1.848 -1.412 0.300

Computed properties:
HOMO level ... -9.425 eV
M ... 99.09 g/mol
Gap between HOMO and LUMO ... 9.3 eV

=====

Entry two
The following is a DFT calculation (ωB97M-V/def2-TZVPD) of C4H5NO2 in the gas phase.

CARTESIAN COORDINATES (ANGSTROEM)
O 0.115 1.705 -1.242
O 0.477 -2.444 -0.503
N -0.002 -0.267 0.004
C 0.475 -1.238 -0.809
C -0.483 1.351 1.169
C -0.455 -0.176 1.372
C -0.074 1.097 -0.270
H 0.387 1.663 1.789
H -1.384 2.007 1.540
H -1.426 -0.750 1.437
H 0.183 -0.611 2.143
H 0.737 -0.730 -1.752

Computed properties:
HOMO level ... -10.214 eV
M ... 99.09 g/mol
SMILES ... O=CN1CCC1=O
Gap between HOMO and LUMO ... 10.8 eV

=====

Entry three
The following is a DFT calculation (ωB97M-V/def2-TZVPD) of C4H5NO2 in the gas phase.

CARTESIAN COORDINATES (ANGSTROEM)
O 1.581 1.520 1.057
O 1.199 -1.007 -1.202
N -0.282 -0.504 0.531
C -1.514 -0.771 -0.167
C -1.007 0.622 -0.108
C 1.900 0.468 0.561
C 0.920 -0.472 -0.155
H -2.323 -1.031 0.506
H -1.478 -1.303 -1.114
H -1.311 1.374 0.601
H 2.937 0.100 0.549
H -0.622 1.004 -1.058

Computed properties:
HOMO level ... -9.962 eV
M ... 99.09 g/mol
SMILES ... O=CC(=O)N1CC1
Gap between HOMO and LUMO ... 10.0 eV

=====

Entry four
The following is a DFT calculation (ωB97M-V/def2-TZVPD) of C4H5NO2 in the gas phase.

CARTESIAN COORDINATES (ANGSTROEM)
O 0.555 -1.008 -0.994
O -2.487 0.220 0.165
N 1.824 0.077 0.535
C -1.440 -0.577 0.134
C 0.562 0.814 0.502
C 1.693 -0.879 -0.282
C -0.300 0.065 -0.561
H 2.438 -1.639 -0.492
H 0.104 0.792 1.499
H -3.059 -0.359 0.683
H -0.563 0.678 -1.430
H 0.720 1.861 0.229

Computed properties:
HOMO level ... -9.029 eV
M ... 99.09 g/mol
Gap between HOMO and LUMO ... 9.7 eV

=====

It is entry two that is the most stable of them.

=====

Entry one
The following is a DFT calculation (ωB97M-V/def2-TZVPD) of C4H5NO2 in the gas phase.

CARTESIAN COORDINATES (ANGSTROEM)
O 1.248 -1.108 -0.038
O -0.608 1.884 -0.056
N 2.308 -0.258 -0.055
C 1.701 0.911 -0.045
C -1.233 -1.126 -0.010
C 0.330 0.865 -0.095
C 0.077 -0.484 -0.166
H -1.157 -1.470 1.072
H -1.409 -2.024 -0.711
H 2.461 1.717 0.207
H -1.559 1.526 0.051
H -2.159 -0.432 -0.154

Computed properties:
HOMO level ... -8.971 eV
M ... 99.09 g/mol
SMILES ... Cc1oncc1O
Gap between HOMO and LUMO ... 9.4 eV

=====

Entry two
The following is a DFT calculation (ωB97M-V/def2-TZVPD) of C4H5NO2 in the gas phase.

CARTESIAN COORDINATES (ANGSTROEM)
O 0.606 -0.808 -0.880
O -2.679 -1.766 -0.437
N -0.762 0.345 0.529
C 0.366 1.224 0.778
C -1.650 -1.306 -0.841
C -0.539 -0.521 -0.361
C 1.504 0.396 0.369
H 0.325 1.461 1.838
H 1.982 -0.201 1.136
H 0.297 2.146 0.203
H 2.115 0.665 -0.467
H -1.563 -1.634 -1.867

Computed properties:
HOMO level ... -9.680 eV
M ... 99.09 g/mol
Gap between HOMO and LUMO ... 9.3 eV

=====

Entry three
The following is a DFT calculation (ωB97M-V/def2-TZVPD) of C4H5NO2 in the gas phase.

CARTESIAN COORDINATES (ANGSTROEM)
O -1.961 -1.430 -0.070
O 3.001 -0.705 -0.127
N 0.700 0.030 0.395
C -1.519 1.091 -0.151
C 2.104 0.132 -0.122
C -2.295 -0.247 -0.034
C -0.134 1.094 0.021
H 2.364 1.321 -0.509
H -3.315 -0.045 -0.182
H 0.565 1.992 0.325
H 0.236 -0.855 0.872
H -2.012 2.034 0.026

Computed properties:
HOMO level ... -9.558 eV
M ... 99.09 g/mol
SMILES ... O=C/C=C\NC=O
Gap between HOMO and LUMO ... 9.3 eV

=====

It is entry one that is the most stable of them.